Below is one molecule with the formula C5H6O in a non-equilibrium geometry, with properties calculated with wB97M-V/def2-TZVPD.

Summary:
- DFT total energy: -269.213324 Eh
- SMILES string: C1=CCOC=C1
- LUMO energy: 0.024 Eh

Geometry as ORCA input:
```
! wB97M-V def2-TZVPD RIJCOSX def2/J DEFGRID3
* xyz 0 1
C 0.5804 1.0479 -0.0617
C -0.7418 1.0027 -0.1447
C -1.4575 -0.4197 0.1339
O -0.4326 -1.3999 -0.0731
C 0.9616 -1.2132 -0.1262
C 1.4866 0.0334 0.2396
H 0.8495 2.0587 -0.2097
H -1.2031 2.0320 0.1997
H -1.9425 -0.7216 1.0633
H -2.1848 -0.3566 -0.8392
H 1.3890 -2.2089 -0.1631
H 2.6952 0.1452 -0.0189
*
```

=====

Below is one molecule with the formula C5H6O in a non-equilibrium geometry, with properties calculated with wB97M-V/def2-TZVPD.

Summary:
- DFT total energy: -269.187226 Eh
- SMILES string: C1=C[C@@H]2C[C@@H]2O1
- LUMO energy: 0.039 Eh

Geometry as ORCA input:
```
! wB97M-V def2-TZVPD RIJCOSX def2/J DEFGRID3
* xyz 0 1
C 1.5227 -0.4252 0.1897
C 1.1551 0.6916 -0.1759
C -0.2665 0.6242 -0.3614
C -1.3032 -0.1128 0.6091
C -0.6450 -0.8363 -0.5509
O 0.5450 -1.4758 -0.0566
H 2.6660 -0.4377 0.6481
H 1.3247 1.8828 0.0491
H -0.7270 1.3828 -1.0239
H -2.3055 0.5511 0.3763
H -0.9313 -0.3489 1.6001
H -1.0352 -1.4957 -1.3037
*
```

=====

Q: Which E_HOMO values were calculated for the entries above? A: -7.990 -8.779, in eV.
Q: Which frontier orbital gap values were calculated for the entries above? A: 8.65 9.83, in eV.
Q: Which energy above the lowest of the compared OMol25 structures with the same formula, charge and spin values were calculated for the entries above? A: 3.617 4.327, in eV.